{
  "formula": "C28H35Cl2FeN7S",
  "method": "ωB97M-V/def2-TZVPD",
  "symbols": ["Fe", "C", "N", "C", "C", "N", "C", "C", "C", "C", "C", "C", "C", "C", "C", "N", "C", "N", "C", "C", "N", "C", "C", "C", "N", "C", "C", "H", "H", "H", "H", "H", "H", "H", "H", "H", "H", "H", "H", "H", "H", "H", "H", "H", "H", "H", "H", "H", "H", "H", "H", "H", "H", "H", "H", "H", "H", "Cl", "C", "C", "C", "C", "C", "Cl", "C", "S", "H", "H", "H", "C", "H", "H", "N", "C"],
  "xyz": [[0.364811, -0.011948, -0.020583], [2.347768, 1.097862, 3.859986], [1.002442, 0.581549, 3.597624], [0.028439, 1.607232, 3.252870], [0.879584, -0.665937, 3.049674], [-0.001993, -0.928704, 2.131262], [-0.504582, -2.230347, 1.970793], [-0.827054, -3.026762, 3.016530], [-1.254777, -4.378360, 2.808995], [-1.297721, -4.915221, 1.542308], [-1.029657, -4.144822, 0.403014], [-1.134431, -4.744423, -0.880361], [-0.955720, -4.206571, -2.127589], [-0.459649, -2.920513, -2.546443], [0.192403, -2.024302, -1.768488], [0.547757, -0.744889, -2.258161], [1.444951, -0.439776, -3.116644], [2.512507, -1.244480, -3.492761], [2.773521, -1.460285, -4.899727], [2.952583, -2.301538, -2.603020], [1.455213, 0.816355, -3.699770], [0.220881, 1.577177, -3.569661], [2.642748, 1.641003, -3.443178], [-0.744065, -2.668852, 0.533943], [1.784059, -1.582949, 3.547773], [1.958168, -1.768576, 4.965649], [2.319501, -2.619108, 2.693256], [2.245958, 2.139656, 4.160578], [2.959553, 1.053905, 2.958170], [2.840382, 0.559948, 4.669858], [-0.141036, 2.244494, 4.123417], [-0.905980, 1.142529, 2.956546], [0.392928, 2.225360, 2.428467], [-0.714762, -2.649943, 4.027707], [-1.493105, -4.996370, 3.665862], [-1.541383, -5.964817, 1.410733], [-1.468788, -5.779124, -0.865803], [-1.230575, -4.864963, -2.946901], [-0.582725, -2.673466, -3.598808], [2.503605, -0.571423, -5.464002], [2.204799, -2.315736, -5.290359], [3.836515, -1.662655, -5.052180], [2.909593, -1.944029, -1.574439], [3.992098, -2.533593, -2.846403], [2.357600, -3.216444, -2.691945], [-0.606970, 1.022818, -4.011310], [0.348301, 2.516917, -4.108032], [-0.024880, 1.799785, -2.530413], [3.517781, 1.001092, -3.360833], [2.526027, 2.198118, -2.506839], [2.784005, 2.338551, -4.270877], [1.412635, -1.000412, 5.510349], [3.014850, -1.717104, 5.250366], [1.573580, -2.750974, 5.269937], [2.299260, -2.273434, 1.663015], [1.769356, -3.563561, 2.772450], [3.362269, -2.790185, 2.974595], [2.629488, 0.385533, 0.266213], [0.851264, 3.728400, -0.439376], [0.834044, 5.104300, -0.475051], [-0.193108, 6.121056, -0.399392], [-1.519981, 6.057546, -0.185064], [-2.240869, 4.826506, 0.041110], [-3.963615, 4.966499, 0.320745], [-1.737073, 3.608705, 0.075477], [-2.359341, 2.002111, 0.244003], [1.816820, 5.532204, -0.651571], [0.171762, 7.135408, -0.549134], [-2.101323, 6.969643, -0.174989], [0.407138, -2.106172, -0.308455], [-1.654730, -2.139501, 0.193697], [1.332133, -2.635197, -0.074768], [-0.386551, 3.104064, -0.180121], [-0.598238, 1.793043, -0.083023]],
  "forces_ev_per_angstrom": [[1.3537, -0.0975, 0.2128], [-0.0815, 0.0118, 0.0666], [-0.0505, 0.0549, -0.2059], [0.0556, -0.0624, 0.0373], [0.0086, -0.0321, 0.2628], [-0.3439, -0.0648, -0.3165], [0.0488, 0.1383, -0.0437], [-0.0788, -0.2418, 0.0854], [0.0517, 0.1455, 0.0888], [0.0134, 0.0741, -0.0747], [0.0268, -0.0781, -0.0288], [0.0066, 0.0398, 0.0723], [0.0785, 0.1098, -0.0472], [-0.0720, -0.0315, -0.1259], [-0.0430, 0.0188, 0.0446], [-0.3035, -0.1694, 0.0075], [0.3494, -0.1675, 0.0003], [-0.0807, -0.0814, 0.0266], [0.0396, 0.0674, 0.0358], [-0.0317, 0.0222, -0.0357], [-0.0621, 0.1347, 0.0907], [-0.0177, -0.0081, -0.0797], [0.0005, -0.1012, -0.0227], [0.1888, -0.0159, 0.0859], [0.0507, 0.0005, -0.0948], [0.0080, -0.0039, 0.0031], [0.0089, -0.0458, 0.0425], [0.0118, -0.0115, 0.0195], [0.0195, -0.0116, -0.0435], [0.0029, 0.0197, -0.0377], [0.0158, 0.0173, -0.0042], [-0.0253, -0.0202, -0.0074], [-0.0264, 0.0067, -0.0650], [0.0057, -0.0358, 0.0032], [0.0034, 0.0118, 0.0140], [-0.0199, 0.0010, -0.0016], [-0.0153, -0.0031, 0.0038], [0.0263, -0.0007, -0.0225], [-0.0729, -0.0009, 0.0139], [-0.0216, -0.0023, -0.0078], [0.0083, -0.0151, -0.0006], [0.0052, 0.0133, 0.0072], [-0.0053, 0.0069, -0.0190], [0.0130, 0.0169, 0.0241], [0.0020, -0.0245, -0.0108], [0.0038, -0.0279, 0.0296], [-0.0218, -0.0081, -0.0175], [0.0537, 0.0476, 0.0075], [0.0001, 0.0087, -0.0169], [-0.0084, 0.0047, -0.0039], [-0.0030, 0.0297, 0.0015], [-0.0023, -0.0175, 0.0015], [0.0091, -0.0055, -0.0055], [-0.0099, 0.0003, -0.0038], [0.0085, 0.0235, 0.0031], [0.0062, 0.0061, 0.0212], [0.0084, 0.0055, -0.0055], [0.2872, 0.0550, 0.1167], [-0.1163, 0.2941, 0.0434], [0.0254, -0.1054, -0.1110], [0.4912, -0.0726, 0.0017], [-0.5021, -0.2778, 0.0881], [-0.1715, 0.8986, 0.0528], [0.0657, 0.0001, -0.0108], [0.6828, -0.6346, -0.3236], [-0.1140, -0.3241, 0.0877], [0.0131, 0.0561, -0.0310], [0.0884, -0.0438, 0.0007], [-0.0487, -0.0449, 0.0002], [-0.8535, -0.0910, -0.1709], [-0.0414, 0.0068, 0.0046], [0.1804, 0.2747, 0.0150], [-0.2839, 0.2618, 0.1166], [-0.7983, 0.0961, 0.1555]],
  "lowdin_spin": [3.64, 0.00, 0.01, 0.00, 0.03, 0.05, 0.13, 0.00, 0.22, -0.02, 0.20, -0.03, 0.16, 0.00, 0.12, 0.07, 0.02, 0.01, 0.00, 0.00, 0.01, 0.00, 0.00, 0.06, 0.02, 0.00, 0.00, 0.00, 0.00, 0.00, 0.00, 0.00, 0.00, 0.00, 0.02, -0.01, -0.01, 0.01, 0.00, 0.00, 0.00, 0.00, 0.00, 0.00, 0.00, 0.00, 0.00, 0.00, 0.00, 0.00, 0.00, 0.00, 0.00, 0.00, 0.00, 0.00, 0.00, 0.11, 0.00, 0.00, 0.00, 0.00, -0.01, 0.00, 0.01, 0.01, 0.00, 0.00, 0.00, 0.09, 0.03, 0.01, 0.00, 0.03],
  "orbital_gap_ev": [5.9, 6.6],
  "lumo_energy_ev": [2.656, 2.328],
  "fmax_ha_per_bohr": 0.027,
  "multiplicity": 6,
  "total_charge": -1,
  "e_above_lowest_kcal_mol": 85.6
}